1.
The following is a quantum chemistry calculation of a 13-piece molecular cluster, C69H97F9N18O15S3 overall at a distorted geometry, from the Open Molecules 2025 dataset.

Structure (XYZ):
```
211
C69H97F9N18O15S3, DFT wB97M-V/def2-TZVPD
N -0.482 -8.219 -2.011
C 3.474 -1.449 0.562
C 5.916 5.289 4.282
C -1.820 -4.660 2.809
C 6.330 4.009 5.042
H -2.278 0.418 2.491
H 5.204 8.988 -1.367
C 4.633 0.363 -0.723
H 1.081 9.091 0.715
H 4.355 7.009 -0.930
H 3.672 3.553 4.797
C 0.877 -1.344 -8.573
H -2.728 -8.652 -4.525
H -0.453 -3.195 -1.448
H -7.224 1.956 9.926
C 1.216 0.934 -7.953
H 6.564 1.074 -0.252
C 1.435 -0.092 -8.845
H 3.057 -3.252 4.042
H -5.809 2.406 7.965
F -1.334 -5.939 2.748
H -4.362 -9.562 3.418
F -3.779 -2.286 1.483
N 4.446 5.517 4.264
H 6.127 3.107 4.464
H 1.767 -6.063 0.815
N 4.797 2.175 -2.756
H 2.830 -0.194 -1.521
C 1.081 2.508 1.801
H 2.082 2.035 1.847
N -0.152 -0.516 -6.651
C -2.716 1.411 2.671
H -0.895 7.457 -0.543
C -1.335 0.745 -0.299
H -3.979 -6.645 1.474
C 1.569 7.747 4.087
C 3.708 0.404 -1.696
H 0.782 2.687 2.821
H -5.001 -1.171 5.621
F 1.013 3.860 -5.640
H 4.875 1.482 -13.700
H -4.666 -4.569 -1.797
O -6.711 -1.366 1.584
O -5.235 0.491 1.918
C 5.118 -1.124 2.655
H 6.211 5.360 3.257
H 4.253 -2.161 4.915
H 2.798 2.102 -12.683
C -4.736 -0.198 5.232
C -6.477 1.571 7.927
H -2.010 0.641 -1.097
H 4.992 2.688 -4.792
C -4.357 -5.300 -1.059
N 0.144 1.597 1.099
C 3.455 4.629 4.625
N -4.295 -8.757 1.502
H -0.977 2.977 -0.168
H -0.221 -2.511 -7.239
C 0.903 -5.801 0.190
C 2.289 0.040 -10.039
C -0.875 -8.798 -3.361
H 1.217 -5.130 -0.631
O 1.795 3.267 -2.364
H -8.628 -1.585 8.221
C 2.828 1.238 -12.038
H 6.005 0.414 1.635
O -1.051 3.871 3.740
H 0.226 -5.206 0.816
H 4.007 0.195 -14.482
S -5.749 -0.472 0.944
H -0.911 -9.972 -0.851
O -1.163 -2.257 3.250
N -4.924 -7.550 -0.165
H -3.453 -5.726 -1.487
H -0.320 -8.146 -4.036
F 0.209 5.263 -4.198
H 4.447 7.542 3.573
C -5.399 -6.451 -0.949
H 5.185 10.666 -1.043
H 4.569 9.234 0.934
H -8.705 0.769 10.946
C 0.178 3.977 -4.531
H 3.752 9.955 -1.875
C -5.167 2.103 5.378
C -0.831 1.963 0.177
O -0.510 2.410 -2.470
O 2.498 1.395 5.212
C -7.994 -0.712 8.123
N 2.541 6.606 4.084
H -0.530 -9.845 -3.437
F -1.065 3.572 -4.920
C 0.172 -8.209 0.108
N 2.973 8.354 -0.016
O -2.132 4.790 2.091
H -0.309 5.984 -1.133
C -3.787 0.033 4.251
C 4.486 -0.502 0.458
H 3.625 -1.687 -9.758
H 1.248 4.943 4.580
H -7.314 -1.155 6.150
C -0.510 -8.968 -0.803
N 4.114 -1.977 2.789
H -1.750 -2.117 0.510
C 0.059 -7.062 -1.784
O 2.871 0.217 3.474
H -8.067 -0.929 11.030
H 3.750 3.581 -4.002
C 5.722 1.196 -0.879
N -1.124 4.667 2.786
C 4.030 -2.756 4.026
O 4.257 1.663 3.999
C -0.221 6.637 -0.250
C -0.855 -0.826 -5.377
H -0.179 -1.428 -4.734
H 2.824 -1.579 -0.300
H 2.421 -2.759 1.977
H -3.237 -0.812 3.866
H -0.517 6.249 0.745
C -4.239 2.330 4.349
H 1.213 1.746 -10.715
O 0.466 -3.627 2.257
H -3.326 1.668 1.793
O -6.171 0.184 -0.284
H 0.243 1.544 -6.104
H 3.032 1.368 -3.494
H 7.392 4.105 5.149
H 5.469 3.970 -3.585
H -2.898 -9.960 2.527
H 5.399 -0.222 -13.502
H 0.909 -0.248 1.806
H 1.652 1.886 -8.251
H -2.725 -7.673 -3.291
H 0.432 -8.353 1.130
H -1.143 0.135 -4.968
C -4.898 -9.581 0.620
H 0.290 -1.643 -1.788
H -5.059 -10.570 0.879
O -0.128 5.343 2.535
H -3.054 -8.343 3.235
C 4.577 0.472 -13.586
C 0.180 0.289 1.220
C -0.600 -2.141 -1.327
C -2.387 -8.709 -3.510
C 2.205 6.402 -0.714
H -1.943 2.182 2.835
C -6.426 0.618 6.912
N 0.369 -6.984 -0.477
N 1.186 7.153 -0.143
H 4.844 -3.492 3.939
O -0.005 -3.927 4.594
C 4.780 3.181 -3.851
C 0.396 0.746 -6.849
N -0.705 -0.273 0.379
C 3.286 -2.163 1.727
C 3.331 7.144 -0.658
H 5.902 3.919 6.042
C 2.266 5.310 4.441
F -2.833 -4.630 3.613
F -3.344 -0.828 -0.044
H 1.933 8.509 3.401
H 5.677 -0.945 3.584
C 3.741 1.356 -2.704
C 3.899 6.715 3.990
F -2.227 -4.381 1.482
H -1.803 -1.280 -5.612
C 4.527 9.819 -1.112
H -3.027 -9.374 -2.940
S -0.476 -3.518 3.314
C 1.671 8.325 0.260
C -5.301 -8.874 -0.457
C -7.254 -0.488 6.993
N 3.200 1.060 4.272
H -5.781 2.913 5.795
H -4.196 -4.859 -0.076
H 3.244 10.306 0.540
H -6.329 -6.055 -0.506
H -0.022 -2.160 0.823
H 0.627 7.336 3.700
N 3.726 0.284 -12.381
H 0.248 -6.300 -2.510
C -7.157 1.258 9.073
C -5.397 0.860 5.844
H -5.727 -6.705 -1.958
H 1.333 8.109 5.079
H -5.971 -9.168 -1.223
H -3.983 3.293 3.919
C -8.588 -0.200 10.433
C 3.319 -0.835 -10.366
H 6.627 2.766 -1.966
N -7.825 0.103 9.193
C 5.264 -0.357 1.553
O 1.188 1.656 -4.039
C 3.941 -0.735 -11.599
H -9.549 -0.568 10.187
H 1.015 -2.187 -9.252
C 3.854 9.500 0.159
S 0.703 2.712 -3.160
H -1.487 -1.782 -1.906
F -4.739 -2.469 -0.464
C 2.035 1.069 -10.900
C 0.106 -1.530 -7.484
C -3.601 -9.133 2.748
C 5.745 2.140 -1.836
H 1.151 3.494 1.329
H 2.035 5.438 -1.139
H 6.287 6.164 4.779
H 4.720 -1.426 -11.877
C -0.795 -1.771 0.139
C -4.321 -1.607 0.458
N -3.585 1.289 3.806
C -4.365 -7.531 1.033
```

Multiplicity: 1
Frontier orbital gap (eV): 4.868
Charge: +6

***

2.
The following is a quantum chemistry calculation of C6CuF18O18S6 as an isolated structure at a distorted geometry, from the Open Molecules 2025 dataset.

Structure (XYZ):
```
49
C6CuF18O18S6, DFT wB97M-V/def2-TZVPD
F 7.319 -1.840 -2.760
O -4.989 -2.662 1.727
C 7.334 -0.805 -3.632
C 2.590 -6.242 0.898
O -3.834 5.095 1.231
F 1.188 2.864 8.359
O -2.266 6.903 1.063
O 0.947 4.418 5.990
F 2.277 -7.599 0.705
F -4.894 -3.370 4.846
O 0.204 -5.479 -0.434
F -3.210 1.393 -6.594
S -4.089 -2.018 2.741
F -2.918 -0.206 -7.979
O -1.245 -1.804 -5.858
C -3.885 6.775 -1.042
O -0.887 2.911 5.951
F 8.005 0.232 -3.133
O -1.973 4.944 -0.301
O 4.834 -1.412 -4.698
F 3.913 -5.929 0.854
S 1.632 -5.092 -0.309
F -2.745 -2.865 4.851
S -2.123 -0.715 -5.340
F -3.066 7.739 -1.644
F 2.594 1.976 7.198
O 2.265 -5.376 -1.610
F -4.936 7.297 -0.464
S 0.580 3.008 5.871
O -1.520 0.128 -4.276
C 1.282 2.110 7.301
F 2.137 -5.895 2.120
O -2.772 -1.593 2.198
Cu 0.798 0.875 0.083
O 1.982 -3.743 0.075
F -4.168 5.805 -1.887
O -3.404 -1.255 -5.060
S -2.903 5.844 0.364
C -2.377 0.466 -6.891
O -4.633 -0.880 3.518
F 7.881 -1.131 -4.799
C -3.771 -3.334 4.154
S 5.486 -0.229 -4.109
O 1.097 2.260 4.686
O 5.579 0.863 -5.041
F 0.637 0.979 7.552
O 4.751 0.224 -2.906
F -3.556 -4.520 3.705
F -1.148 0.882 -7.271
```

Multiplicity: 2
Frontier orbital gap (alpha / beta) (eV): 4.497 / 2.040
Relative energy (zero: lowest compared OMol25 entry of this formula, charge and spin) (kcal/mol): 97.39
Charge: -4

***

3.
The following is a quantum chemistry calculation of one molecule with the formula C6F6N2 at a distorted geometry, from the Open Molecules 2025 dataset.

Structure (XYZ):
```
14
C6F6N2, DFT wB97M-V/def2-TZVPD
F -2.062 -2.881 -0.890
F -1.918 -0.796 1.272
C -1.491 -1.703 -0.840
C 1.389 -0.129 0.773
N 2.450 0.537 1.095
C 1.543 2.331 0.172
F -2.407 -0.766 -1.223
F -0.781 -2.636 1.056
F -0.567 3.203 -0.768
N 2.484 1.768 0.879
C 0.404 2.487 -0.335
C -0.987 -1.433 0.525
C 0.318 -0.687 0.591
F -0.482 -1.752 -1.777
```

Multiplicity: 1
Frontier orbital gap (eV): 8.416
Relative energy (zero: lowest compared OMol25 entry of this formula, charge and spin) (kcal/mol): 120.67
Structure (SMILES): FC#C/N=N\C#CC(F)(F)C(F)(F)F

***

4.
The following is a quantum chemistry calculation of one molecule with the formula C6H10 at a distorted geometry, from the Open Molecules 2025 dataset.

Structure (XYZ):
```
16
C6H10, DFT wB97M-V/def2-TZVPD
C -1.087 0.411 -0.134
H 0.645 1.129 2.137
H 0.539 -1.072 0.095
C 0.124 -0.237 0.601
H -2.277 -0.854 -3.122
C -2.126 -0.095 -2.381
C 2.345 -0.085 1.699
C -1.065 -0.159 -1.605
H 2.344 -1.189 1.885
H -0.867 1.397 -0.064
C 0.937 0.178 1.564
H -2.106 0.234 0.136
H 2.791 0.427 2.543
H 3.097 0.122 0.875
H -0.177 -0.568 -1.976
H -3.116 0.360 -2.253
```

Multiplicity: 1
Frontier orbital gap (eV): 10.300
Relative energy (zero: lowest compared OMol25 entry of this formula, charge and spin) (kcal/mol): 63.65
Structure (SMILES): C=CC/C=C/C

***

5.
The following is a quantum chemistry calculation of one molecule with the formula C6H10 at a distorted geometry, from the Open Molecules 2025 dataset.

Structure (XYZ):
```
16
C6H10, DFT wB97M-V/def2-TZVPD
C 0.199 -1.462 0.880
H -1.177 -1.078 -0.838
H 0.247 -2.554 0.879
H -0.967 0.918 -2.115
H -1.803 -1.591 2.054
H 1.581 2.681 -1.342
C -0.751 -1.106 2.058
C 0.568 2.489 -1.692
H 1.184 -1.019 1.177
C -0.170 -0.912 -0.487
C 0.642 0.045 -1.082
H -0.058 3.413 -1.823
C 0.021 1.231 -1.761
H 1.706 0.126 -0.844
H -0.999 -0.076 1.928
H -0.221 -1.103 3.009
```

Multiplicity: 1
Frontier orbital gap (eV): 9.237
Relative energy (zero: lowest compared OMol25 entry of this formula, charge and spin) (kcal/mol): 45.95
Structure (SMILES): C=C/C=C/CC

***

6.
The following is a quantum chemistry calculation of one molecule with the formula C6H10 at a distorted geometry, from the Open Molecules 2025 dataset.

Structure (XYZ):
```
16
C6H10, DFT wB97M-V/def2-TZVPD
C 0.061 0.372 0.731
H 0.521 1.899 -0.789
H -0.074 0.393 1.819
H 1.441 -0.538 -0.684
C 1.270 -0.502 0.398
C -0.981 -1.661 -2.017
H -2.113 0.509 0.351
H 2.179 -0.107 0.870
H -1.074 -2.724 -2.105
H -0.497 2.504 0.532
C -1.230 -0.853 -1.134
H 1.121 -1.526 0.750
H -1.901 -1.222 0.135
C -1.284 -0.145 0.094
H 1.228 2.232 0.798
C 0.336 1.834 0.291
```

Multiplicity: 1
Frontier orbital gap (eV): 9.761
Relative energy (zero: lowest compared OMol25 entry of this formula, charge and spin) (kcal/mol): 85.36
Structure (SMILES): C#CCC(C)C

***

7.
The following is a quantum chemistry calculation of one molecule with the formula C6H10 at a distorted geometry, from the Open Molecules 2025 dataset.

Structure (XYZ):
```
16
C6H10, DFT wB97M-V/def2-TZVPD
H 2.230 1.321 -0.704
C -0.797 -0.629 0.956
H -0.581 -0.395 -1.055
H -1.818 1.439 1.000
H -0.114 -0.459 1.800
C 0.080 1.475 -0.212
H 1.788 -1.065 -1.330
C -0.127 -1.093 -0.357
C 1.257 0.850 -0.463
H 1.942 -0.968 0.423
C 1.320 -0.655 -0.428
H -1.542 -1.363 1.316
H -0.370 -2.076 -0.753
H 0.115 2.576 -0.258
H -2.094 0.320 -0.305
C -1.289 0.721 0.370
```

Multiplicity: 1
Frontier orbital gap (eV): 10.473
Relative energy (zero: lowest compared OMol25 entry of this formula, charge and spin) (kcal/mol): 37.65
Structure (SMILES): C1=CCCCC1

***

8.
The following is a quantum chemistry calculation of a 2-piece molecular cluster, C6H10 overall, from the Open Molecules 2025 dataset.

Structure (XYZ):
```
16
C6H10, DFT wB97M-V/def2-TZVPD
H -0.804 1.504 -1.450
H 1.488 -0.171 1.420
C 0.455 -1.102 -0.108
C 1.537 -0.142 0.314
H -2.550 0.720 0.139
H -1.545 -2.572 0.038
H -1.294 0.457 1.435
H 1.569 1.465 -1.126
H 2.567 -0.396 0.050
H 0.519 -2.178 0.041
H 1.237 2.049 0.512
C -0.418 1.034 -0.543
C -0.655 -0.413 -0.448
C -1.511 0.498 0.366
H -1.641 -1.991 -0.449
C 1.048 1.237 -0.191
```

Multiplicity: 1
Frontier orbital gap (eV): 8.682
Relative energy (zero: lowest compared OMol25 entry of this formula, charge and spin) (kcal/mol): 104.22
Structure (SMILES): C1=C2C[C@H]2CC1.[H][H]